[1]
The following is a DFT calculation (wB97M-V/def2-TZVPD) of a single C15H24O molecule.

```
40
C15H24O (wB97M-V/def2-TZVPD)
C 2.453 1.538 1.854
C 2.516 0.249 1.072
C 2.424 -0.857 2.114
C 1.347 0.147 -0.093
C 1.514 -1.112 -1.050
C 0.449 -1.289 -1.751
C -0.648 -0.199 -1.692
C -1.792 -0.504 -2.730
C -0.128 1.233 -1.786
C 1.234 1.450 -0.960
C -1.282 -0.207 -0.200
C -2.144 -1.434 0.051
C -2.764 -1.083 1.406
O -3.077 0.395 1.156
C -2.201 1.022 0.276
C 0.023 -0.079 0.684
H 2.641 2.428 1.264
H 3.221 1.482 2.652
H 1.498 1.629 2.477
H 3.414 0.220 0.534
H 1.508 -0.685 2.681
H 3.350 -0.726 2.745
H 2.400 -1.809 1.680
H 2.302 -1.843 -0.938
H 0.372 -2.260 -2.362
H -1.495 -0.018 -3.649
H -2.709 0.053 -2.548
H -2.020 -1.514 -2.916
H -0.934 1.905 -1.554
H -0.006 1.527 -2.857
H 2.216 1.651 -1.509
H 0.996 2.454 -0.392
H -2.959 -1.547 -0.653
H -1.507 -2.335 0.063
H -2.084 -1.172 2.314
H -3.616 -1.744 1.648
H -2.761 1.388 -0.508
H -1.741 1.935 0.777
H 0.028 -1.055 1.281
H -0.039 0.763 1.420
```

Results
LUMO energy: 0.03041 Eh
Energy relative to the best compared isomer or geometry (same formula, charge and spin): 323.93 kJ/mol
Total energy: -661.08663 Eh
Spin multiplicity: 1
SMILES: CC(C)[C@]12C=C[C@](C)(CC1)[C@@]1(CCOC1)C2
HOMO-LUMO gap: 0.3722 Eh

In the Löwdin picture, each atom carries the following charge in e:
1. C -0.101
2. C -0.361
3. C -0.082
4. C -0.333
5. C -0.019
6. C -0.050
7. C -0.374
8. C -0.029
9. C -0.122
10. C -0.080
11. C -0.311
12. C -0.121
13. C -0.104
14. O -0.141
15. C -0.171
16. C -0.090
17. H 0.066
18. H 0.080
19. H 0.102
20. H 0.111
21. H 0.074
22. H 0.102
23. H 0.053
24. H 0.109
25. H 0.140
26. H 0.071
27. H 0.082
28. H 0.060
29. H 0.093
30. H 0.119
31. H 0.130
32. H 0.135
33. H 0.114
34. H 0.135
35. H 0.125
36. H 0.115
37. H 0.080
38. H 0.145
39. H 0.130
40. H 0.118

[2]
The following is a DFT calculation (wB97M-V/def2-TZVPD) of a molecular structure, C15H24PdS3.

```
43
C15H24PdS3 (wB97M-V/def2-TZVPD)
Pd 0.069 0.067 0.067
C 3.396 1.093 -0.730
C 2.251 1.117 0.228
C 1.253 2.136 0.164
C 0.223 2.256 1.123
C -0.732 3.403 1.108
C 0.144 1.242 2.126
C 1.104 0.213 2.250
C 1.075 -0.754 3.387
C 2.120 0.147 1.248
H 3.656 2.106 -1.042
H 3.137 0.539 -1.638
H 4.268 0.613 -0.286
H 1.337 2.895 -0.609
H -1.610 3.175 0.495
H -0.263 4.292 0.686
H -1.092 3.622 2.114
H -0.641 1.313 2.874
H 0.549 -1.674 3.109
H 0.571 -0.329 4.254
H 2.090 -1.046 3.663
H 2.870 -0.636 1.321
C -1.639 0.644 -2.577
C -2.696 -0.037 -1.743
S -2.250 0.038 0.029
C -2.577 -1.635 0.643
C -1.744 -2.692 -0.040
S 0.028 -2.250 0.035
C 0.641 -2.577 -1.639
C -0.042 -1.743 -2.695
S 0.034 0.029 -2.251
H -1.577 1.720 -2.393
H -1.825 0.524 -3.652
H -2.883 -1.073 -2.017
H -3.647 0.500 -1.835
H -3.652 -1.820 0.523
H -2.391 -1.574 1.718
H -2.018 -2.878 -1.077
H -1.837 -3.644 0.496
H 0.520 -3.652 -1.825
H 1.716 -2.392 -1.579
H -1.079 -2.017 -2.881
H 0.493 -1.836 -3.648
```

Results
Total charge: +4
LUMO energy: -0.63199 Eh
Total energy: -1906.69064 Eh
Spin multiplicity: 1
HOMO-LUMO gap: 0.2641 Eh

In the Löwdin picture, each atom carries the following charge in e:
1. Pd 0.663
2. C 0.038
3. C -0.238
4. C 0.024
5. C -0.236
6. C 0.038
7. C 0.018
8. C -0.241
9. C 0.037
10. C 0.018
11. H 0.130
12. H 0.109
13. H 0.128
14. H 0.172
15. H 0.111
16. H 0.129
17. H 0.129
18. H 0.171
19. H 0.108
20. H 0.127
21. H 0.131
22. H 0.171
23. C -0.401
24. C -0.376
25. S 1.036
26. C -0.401
27. C -0.375
28. S 1.037
29. C -0.400
30. C -0.376
31. S 1.036
32. H 0.113
33. H 0.144
34. H 0.100
35. H 0.137
36. H 0.144
37. H 0.113
38. H 0.100
39. H 0.137
40. H 0.144
41. H 0.113
42. H 0.100
43. H 0.137

[3]
The following is a DFT calculation (wB97M-V/def2-TZVPD) of a molecular structure, C15H25AsBF4NO7Tc.

```
55
C15H25AsBF4NO7Tc (wB97M-V/def2-TZVPD)
Tc 0.413 -0.031 0.478
O 0.417 0.347 4.844
C 0.530 0.509 3.562
O -0.036 -0.184 2.733
C 1.391 1.673 3.154
O 1.769 1.542 1.796
C 3.079 0.968 1.634
C 2.988 -0.546 1.794
O 3.770 -1.222 2.375
O 1.904 -1.051 1.178
H -0.160 -0.408 5.074
H 2.257 1.758 3.816
H 0.788 2.582 3.260
H 3.778 1.402 2.351
H 3.391 1.211 0.618
O -1.792 -0.947 1.212
C -2.125 -2.349 1.269
C -2.723 -2.744 -0.075
C -1.955 -2.063 -1.205
C -0.530 -2.508 -1.307
C -0.238 -3.715 -1.931
C 1.062 -4.058 -2.232
C 2.066 -3.147 -1.943
C 1.735 -1.990 -1.279
N 0.469 -1.699 -0.906
H -1.836 -0.584 2.101
H -2.829 -2.531 2.084
H -1.212 -2.917 1.475
H -3.772 -2.452 -0.135
H -2.677 -3.831 -0.173
H -1.978 -0.985 -1.051
H -2.440 -2.261 -2.163
H -1.061 -4.350 -2.223
H 1.287 -4.995 -2.720
H 3.095 -3.326 -2.211
H 2.498 -1.278 -1.026
C -2.217 1.481 -2.298
As -1.646 2.448 -0.755
C -0.338 3.757 -1.219
C -3.127 3.268 0.120
O -0.982 1.336 0.368
H -2.713 2.171 -2.983
H -2.916 0.705 -1.989
H -1.345 1.043 -2.787
H -0.754 4.396 -1.999
H 0.557 3.258 -1.583
H -0.104 4.356 -0.340
H -3.662 3.878 -0.609
H -2.762 3.901 0.929
H -3.790 2.496 0.513
F 3.194 2.827 -1.466
B 3.337 1.724 -2.154
F 1.143 0.812 -1.025
F 3.909 0.689 -1.579
F 2.893 1.635 -3.370
```

Results
Total charge: +2
LUMO energy (alpha / beta): -0.27450 / -0.27499 Eh
Energy relative to the best compared isomer or geometry (same formula, charge and spin): 156.76 kJ/mol
Total energy: -3908.58428 Eh
Spin multiplicity: 4
Expectation value of S²: 3.771
HOMO-LUMO gap (alpha / beta): 0.2973 / 0.2978 Eh

In the Löwdin picture, each atom carries the following charge in e:
1. Tc 1.879
2. O 0.232
3. C -0.438
4. O -0.007
5. C -0.051
6. O -0.180
7. C -0.048
8. C -0.531
9. O 0.193
10. O -0.225
11. H 0.179
12. H 0.165
13. H 0.169
14. H 0.156
15. H 0.119
16. O -0.183
17. C -0.184
18. C -0.136
19. C -0.138
20. C -0.234
21. C 0.019
22. C 0.009
23. C 0.004
24. C -0.094
25. N -0.004
26. H 0.078
27. H 0.137
28. H 0.129
29. H 0.128
30. H 0.130
31. H 0.068
32. H 0.141
33. H 0.137
34. H 0.133
35. H 0.132
36. H 0.099
37. C -0.171
38. As 1.097
39. C -0.158
40. C -0.170
41. O -0.622
42. H 0.065
43. H 0.045
44. H 0.057
45. H 0.066
46. H 0.029
47. H 0.063
48. H 0.063
49. H 0.058
50. H 0.058
51. F 0.286
52. B -0.929
53. F -0.398
54. F 0.269
55. F 0.311

[4]
The following is a DFT calculation (wB97M-V/def2-TZVPD) of 5 unconnected molecules or ions with the total composition C15H25F13O6PS.

```
61
C15H25F13O6PS (wB97M-V/def2-TZVPD)
C -2.488 0.874 -0.099
C -1.710 1.755 -1.013
C -0.258 1.326 -1.726
C 0.952 2.318 -1.133
C 1.112 2.263 0.492
C 2.525 1.549 1.017
F 2.109 0.749 2.230
F 2.925 0.585 -0.022
C 3.661 2.637 1.468
F 3.961 3.661 0.397
F 2.963 3.475 2.524
C 4.974 2.058 2.230
F 4.491 1.745 3.634
F 5.888 3.242 2.461
C 5.685 0.721 1.716
F 6.832 0.479 2.678
F 4.774 -0.455 1.993
C 6.268 0.553 0.250
F 7.704 0.087 0.358
F 5.570 -0.611 -0.417
C 6.272 1.767 -0.816
F 6.742 3.086 -0.321
F 7.313 1.380 -1.849
F 5.010 1.858 -1.644
P 0.147 -0.530 -1.326
O 0.337 -0.856 0.372
O 1.615 -0.919 -2.248
S -1.251 -1.682 -2.141
H -3.143 -0.029 -0.518
H -2.449 0.976 1.067
H -2.180 2.823 -1.252
H 1.943 2.189 -1.746
H 0.566 3.419 -1.392
H 0.210 1.671 1.003
H 0.995 3.379 0.900
H -0.046 -1.741 0.646
H 1.464 -1.770 -2.761
C -3.563 -4.839 -4.153
O -3.113 -3.566 -3.727
H -4.500 -5.075 -3.642
H -3.734 -4.823 -5.233
H -2.814 -5.594 -3.903
H -2.282 -3.385 -4.196
C -6.242 -4.024 -1.466
O -5.792 -2.752 -1.039
H -7.178 -4.260 -0.955
H -6.412 -4.009 -2.545
H -5.493 -4.780 -1.216
H -4.960 -2.570 -1.509
C -9.009 -1.227 -1.801
O -8.223 -0.675 -2.841
H -10.039 -0.880 -1.912
H -8.985 -2.317 -1.864
H -8.618 -0.899 -0.835
H -7.315 -1.000 -2.717
C 2.714 2.089 7.119
O 2.557 2.508 5.776
H 1.928 2.542 7.727
H 2.633 1.001 7.173
H 3.690 2.412 7.490
H 3.268 2.091 5.261
```

Results
Total charge: -1
LUMO energy: 0.02134 Eh
Total energy: -3075.32318 Eh
Spin multiplicity: 1
HOMO-LUMO gap: 0.1195 Eh

In the Löwdin picture, each atom carries the following charge in e:
1. C -0.200
2. C -0.196
3. C -0.359
4. C -0.252
5. C -0.098
6. C -0.194
7. F -0.021
8. F -0.005
9. C -0.085
10. F 0.019
11. F 0.010
12. C -0.076
13. F 0.013
14. F 0.026
15. C -0.079
16. F 0.021
17. F 0.046
18. C -0.075
19. F 0.027
20. F 0.043
21. C -0.118
22. F 0.054
23. F 0.015
24. F 0.043
25. P 0.380
26. O -0.325
27. O -0.352
28. S 0.192
29. H 0.018
30. H 0.034
31. H 0.087
32. H 0.100
33. H 0.104
34. H 0.128
35. H 0.131
36. H 0.069
37. H 0.037
38. C -0.168
39. O -0.204
40. H 0.057
41. H 0.074
42. H 0.077
43. H 0.043
44. C -0.177
45. O -0.127
46. H 0.074
47. H 0.071
48. H 0.077
49. H 0.082
50. C -0.175
51. O -0.131
52. H 0.074
53. H 0.065
54. H 0.079
55. H 0.073
56. C -0.171
57. O -0.127
58. H 0.077
59. H 0.075
60. H 0.072
61. H 0.047